Formula: C3H26NO12
Source: the OMol25 dataset
Level of theory: the ωB97M-V functional and the def2-TZVPD basis

The geometry in XYZ format:
```
42
Properties=species:S:1:pos:R:3:nbo_charge:R:1
O 0.85536 0.09868 2.48335 -0.570
C 1.10973 0.32378 1.33822 0.825
O 1.96089 1.22493 0.81648 -0.709
C 0.79115 -0.73601 0.28346 -0.201
C 1.61670 -2.04176 0.57791 -0.101
O 2.02131 -2.66445 -0.64108 -0.737
N 1.02121 -0.35091 -1.16636 -0.746
H 1.91995 2.08993 1.23652 0.532
H -0.29988 -0.84611 0.23329 0.240
H 1.15914 -2.68884 1.33139 0.208
H 2.62950 -1.75957 0.88557 0.238
H 1.28204 -3.23975 -0.90908 0.505
H 0.10775 -0.21006 -1.57435 0.455
H 1.83469 0.35119 -1.25736 0.482
H 1.54875 -1.14553 -1.58241 0.451
H -4.21847 2.26523 1.34011 0.505
H -3.70464 0.74659 0.92796 0.517
O -3.58416 1.69730 0.89400 -1.000
H 4.59183 0.53164 0.63897 0.477
H 4.90572 -0.22487 1.92987 0.481
O 4.18252 -0.02233 1.31615 -0.952
H -0.74100 -4.34687 -1.65502 0.488
H -1.00012 -3.76871 -0.27891 0.507
O -0.45804 -3.62714 -1.07040 -0.974
H -0.71037 2.14478 1.87126 0.477
H -0.78327 2.91745 0.50775 0.502
O -0.17339 2.65853 1.24350 -1.009
H -2.19039 -0.37167 2.48859 0.492
H -3.42258 -1.00425 3.29738 0.495
O -3.04993 -0.80998 2.42953 -0.983
H -2.48960 -2.12677 -0.89223 0.476
H -2.98027 -2.43598 0.47009 0.491
O -2.17273 -2.20180 0.00991 -0.954
H -0.62072 1.97485 -2.79917 0.497
H -0.80811 0.94885 -3.93098 0.491
O -0.31648 1.11210 -3.11748 -0.978
H 2.01514 2.43722 -1.42094 0.495
H 2.55876 1.77241 -2.71895 0.495
O 2.58625 1.74096 -1.75171 -0.927
H -2.68609 2.49030 -0.44294 0.516
H -2.34208 3.99763 -0.66716 0.491
O -1.94606 3.09903 -0.67476 -0.990
```

Summary:
multiplicity = 1
molar mass = 268.236 g/mol
HOMO energy = -13.3 eV
charge = +1
lowest unoccupied orbital energy = -0.0981 hartree
energy above the lowest of the compared OMol25 structures with the same formula, charge and spin = 0.0 kJ/mol
HOMO-LUMO gap = 10.67 eV
DFT total energy = -1087.32293 hartree

Formula: C3H26O10
Source: the OMol25 dataset
Level of theory: the ωB97M-V functional and the def2-TZVPD basis

The geometry in XYZ format:
```
39
Properties=species:S:1:pos:R:3:nbo_charge:R:1
O -4.32157 -15.21388 -24.29268 -0.860
H -4.18747 -16.16912 -24.51819 0.546
H -3.90329 -14.62222 -24.95719 0.559
H -4.06212 -15.01458 -23.31741 0.549
C -5.46337 -14.78811 -20.62528 -0.624
C -4.11768 -14.08472 -20.83962 0.119
C -3.22428 -14.33615 -19.61838 -0.626
O -3.47638 -14.33834 -22.03179 -0.973
H -5.98505 -14.40157 -19.74885 0.203
H -5.31592 -15.86027 -20.45432 0.179
H -6.08511 -14.66504 -21.51390 0.194
H -4.35984 -13.00516 -20.72595 0.104
H -2.78748 -15.33868 -19.58692 0.188
H -3.77499 -14.16260 -18.68892 0.194
H -2.40168 -13.61706 -19.60289 0.208
O -1.35892 -14.34809 -27.84223 -0.957
H -0.78339 -14.01354 -27.14820 0.472
H -2.01291 -14.88294 -27.37018 0.473
O -3.39391 -17.37270 -21.86595 -0.992
H -3.87150 -17.61041 -21.06617 0.468
H -3.19747 -16.42087 -21.77146 0.506
O -4.33142 -17.80142 -24.61815 -0.953
H -4.71258 -18.27030 -23.86368 0.513
H -3.85580 -18.47712 -25.11157 0.491
O -3.86594 -13.15248 -25.93717 -0.992
H -3.63854 -12.87203 -26.82890 0.489
H -3.96890 -12.33961 -25.41508 0.521
O -6.83923 -17.69033 -26.26663 -0.956
H -5.97225 -17.88583 -25.88718 0.477
H -7.46791 -18.13825 -25.69219 0.471
O -3.99190 -11.92996 -23.55659 -1.001
H -4.49872 -11.28022 -23.06251 0.473
H -3.94037 -12.71512 -22.96514 0.518
O -2.51115 -16.21103 -26.09773 -0.956
H -1.86545 -16.73277 -25.60662 0.492
H -2.51538 -16.59964 -26.98152 0.481
O -7.42203 -15.62008 -23.69921 -0.949
H -7.20515 -15.56077 -24.63689 0.480
H -7.33876 -14.71922 -23.37262 0.470
```

Summary:
multiplicity = 1
molar mass = 222.231 g/mol
HOMO energy = -8.2 eV
charge = 0
lowest unoccupied orbital energy = -0.0115 hartree
energy above the lowest of the compared OMol25 structures with the same formula, charge and spin = 124.3 kJ/mol
HOMO-LUMO gap = 7.93 eV
DFT total energy = -882.25923 hartree

Formula: C3H26O11S
Source: the OMol25 dataset
Level of theory: the ωB97M-V functional and the def2-TZVPD basis

The geometry in XYZ format:
```
41
Properties=species:S:1:pos:R:3:nbo_charge:R:1
C -1.04308 -2.23127 2.40192 -0.057
O -0.90580 -1.72408 3.77234 -0.760
C -0.08111 -1.49098 1.44995 -0.465
C -0.79688 -1.14952 0.14729 -0.548
S -1.15410 -2.32480 -1.17826 -0.732
H -0.97793 -3.31032 2.45162 0.175
H -2.03913 -1.85160 2.16134 0.162
H 0.78987 -2.13978 1.34153 0.198
H 0.40492 -0.64352 1.95190 0.211
H -0.33596 -0.27375 -0.32410 0.207
H -1.76052 -0.69472 0.40576 0.168
H 2.04397 -2.44079 -2.55183 0.476
H 2.72898 -1.67307 0.74985 0.465
O 2.90394 -2.16174 -2.27815 -1.020
H 2.27020 1.97557 0.25134 0.440
H 2.04506 0.75622 -1.20784 0.501
O 1.67067 1.34007 -0.14428 -1.164
H -2.78459 2.23830 -1.57637 0.457
H -1.51573 1.59227 -1.81655 0.532
O -2.24247 1.57216 -1.15519 -0.988
H -2.36697 -0.67077 -2.83703 0.478
H -1.00086 -0.87137 -3.17617 0.496
O -1.83194 -0.59026 -3.60479 -0.994
H 2.88634 -1.18089 -2.16248 0.502
H 3.36270 0.71566 -2.49997 0.450
O 2.45908 0.50740 -2.26079 -1.115
H -0.87631 0.92411 1.86813 0.496
H -0.69672 -0.80568 3.67281 0.457
O -0.86928 1.88101 1.80431 -0.979
H -3.42766 0.81655 -0.04476 0.499
H -3.86952 -0.63489 0.01676 0.478
O -4.11171 0.23525 0.34192 -0.993
H 0.50513 2.24620 -1.14727 0.507
H 1.02241 2.13067 -2.46850 0.497
O 0.15521 2.33082 -2.07478 -1.029
H -0.93576 2.24315 0.92266 0.502
H 2.56648 -0.28472 0.17922 0.501
O 3.07187 -0.78011 0.84717 -0.985
H 2.34530 1.91647 2.51308 0.467
H 0.84876 2.31092 2.29741 0.504
O 1.54315 2.19582 2.96083 -0.993
```

Summary:
multiplicity = 1
molar mass = 270.297 g/mol
HOMO energy = -0.6 eV
charge = -2
lowest unoccupied orbital energy = 0.1929 hartree
energy above the lowest of the compared OMol25 structures with the same formula, charge and spin = 0.0 kJ/mol
HOMO-LUMO gap = 5.89 eV
DFT total energy = -1355.73298 hartree

Formula: C3H28N6O11
Source: the OMol25 dataset
Level of theory: the ωB97M-V functional and the def2-TZVPD basis

The geometry in XYZ format:
```
48
Properties=species:S:1:pos:R:3:lowdin_spin:R:1
O 11.92512 14.15476 10.33571 0.006
H 11.99501 15.07372 10.59428 0.002
H 12.81758 13.90401 10.09724 0.002
O 12.41485 10.77928 11.29679 0.001
H 12.96173 10.38428 11.97586 0.000
H 12.99642 11.39182 10.84646 0.001
O 10.82021 13.93718 7.95074 0.038
H 10.12655 14.58944 7.85265 0.016
H 11.26782 14.18277 8.76041 0.003
O 13.68693 15.24613 7.64336 0.078
H 13.25206 15.97473 7.20034 0.046
H 13.18294 14.47392 7.38662 0.007
O 10.72428 11.27499 8.91175 0.004
H 10.67662 12.23088 8.92725 0.002
H 10.68557 11.04781 7.98270 0.001
O 14.06628 12.56675 9.30057 0.007
H 14.38518 12.84811 8.44303 0.004
H 14.83978 12.21379 9.74029 0.001
O 15.92262 14.83892 9.01965 0.007
H 15.17988 14.83919 8.41585 0.004
H 15.60435 14.37058 9.79140 0.001
O 14.42505 14.54220 11.87145 0.003
H 14.68289 15.37165 12.27365 0.001
H 14.10020 14.01300 12.59991 0.001
C 10.50103 17.37784 10.63044 0.105
O 11.30481 16.49009 10.97044 0.019
N 10.71694 18.30462 9.71662 0.123
N 9.29485 17.55637 11.13741 0.046
H 11.54438 18.37636 9.14190 0.100
H 10.04052 19.03588 9.54984 0.109
H 8.91133 18.47377 10.96027 0.060
H 8.96333 16.82692 11.75231 0.009
C 15.26647 17.90746 10.72204 0.030
O 15.44094 17.46579 11.78678 0.005
N 16.09320 18.72758 10.21269 0.011
N 14.24590 17.70687 9.95505 0.029
H 16.79494 19.02588 10.87501 0.001
H 15.79790 19.32882 9.45678 0.022
H 14.14786 18.31807 9.15697 0.067
H 13.62170 16.94642 10.18349 0.007
C 9.34877 12.79899 12.29079 0.006
O 9.77583 11.87226 11.53722 0.002
N 9.84292 14.00666 12.40988 0.004
N 8.45827 12.54211 13.21278 0.001
H 10.59312 14.20990 11.76491 0.001
H 9.26002 14.64297 12.93470 0.005
H 8.33814 13.23879 13.93410 0.001
H 7.86408 11.72542 13.20600 0.000
```

Summary:
multiplicity = 2
molar mass = 324.288 g/mol
HOMO energy (spin up / spin down) = 0.0 / -6.3 eV
charge = -1
lowest unoccupied orbital energy (spin up / spin down) = 0.1014 / 0.0978 hartree
HOMO-LUMO gap (spin up / spin down) = 2.77 / 8.93 eV
DFT total energy = -1287.31698 hartree

Formula: C3H29O12
Source: the OMol25 dataset
Level of theory: the ωB97M-V functional and the def2-TZVPD basis

The geometry in XYZ format:
```
44
Properties=species:S:1:pos:R:3:nbo_charge:R:1
C -1.59757 0.20073 1.06052 -0.613
C -0.36757 -0.47127 0.68152 0.040
C -0.54257 -1.78627 -0.07748 -0.640
O 0.25543 0.46273 -0.14748 -0.992
H -2.43257 0.04773 0.33352 0.209
H -1.41857 1.25573 1.40552 0.190
H -2.09457 -0.22527 1.97152 0.190
H 0.21543 -0.65027 1.51852 0.123
H -1.22157 -1.76127 -0.89148 0.204
H -0.75957 -2.58827 0.65852 0.192
H 0.43043 -2.11627 -0.55648 0.218
O 1.58943 2.55773 -1.33248 -0.959
H 1.20543 1.71973 -1.08348 0.507
H 1.67643 3.04173 -0.48748 0.446
O -0.29957 1.19173 4.08752 -0.972
H 0.10343 1.45173 3.23552 0.477
H -0.91157 1.90673 4.16652 0.445
O 1.47243 -3.62927 -2.39148 -0.912
H 1.52243 -4.28827 -3.05248 0.474
H 1.62843 -4.12727 -1.58148 0.473
O 2.08343 -1.19127 3.30652 -0.951
H 2.00043 -1.23627 4.24152 0.466
H 1.46643 -0.56827 2.95052 0.483
O 1.10343 1.87773 1.94752 -0.953
H 0.49343 1.38773 1.35852 0.511
H 0.59443 2.75773 2.01052 0.453
O -3.64057 3.40873 0.14252 -0.930
H -3.63857 3.00173 1.02052 0.467
H -3.29557 4.27573 0.32852 0.470
O 2.87543 -1.46627 -2.19348 -1.005
H 3.06843 -1.40827 -1.25748 0.490
H 2.45543 -2.31027 -2.36748 0.473
O -2.44057 -0.62627 -3.72048 -0.926
H -2.90757 0.13373 -3.44748 0.459
H -2.14057 -0.92727 -2.86548 0.468
O -1.45957 2.14573 -1.48048 -0.995
H -0.93057 1.47073 -1.02048 0.499
H -2.30457 2.23473 -0.96748 0.458
O 0.22743 -0.54627 -2.65148 -1.015
H 1.13643 -0.86127 -2.59148 0.484
H -0.09157 -0.47427 -1.69348 0.484
O 2.62443 -0.94227 0.38552 -0.941
H 1.77143 -0.58327 0.26852 0.499
H 2.49543 -1.74527 0.77852 0.453
```

Summary:
multiplicity = 1
molar mass = 257.253 g/mol
HOMO energy = -5.3 eV
charge = -1
lowest unoccupied orbital energy = 0.0856 hartree
energy above the lowest of the compared OMol25 structures with the same formula, charge and spin = 167.8 kJ/mol
HOMO-LUMO gap = 7.66 eV
DFT total energy = -1034.56689 hartree

Formula: C3H2AgO4
Source: the OMol25 dataset
Level of theory: the ωB97M-V functional and the def2-TZVPD basis

The geometry in XYZ format:
```
10
Properties=species:S:1:pos:R:3:lowdin_spin:R:1
O -0.73379 -0.05383 1.49972 0.001
C -0.33158 -1.06404 1.95652 0.000
O -0.11629 -2.00925 2.57912 0.000
O 1.27747 0.36668 -0.72749 0.280
C 1.12524 0.38516 -2.07965 0.205
C 0.02887 0.95361 -2.63663 0.198
O -0.97799 1.42330 -1.86699 0.275
Ag -0.30643 1.30557 -0.05466 0.027
H 1.96252 0.03056 -2.69270 0.007
H -0.06227 1.05387 -3.72593 0.007
```

Summary:
multiplicity = 2
molar mass = 209.913 g/mol
HOMO energy (spin up / spin down) = -8.2 / -8.1 eV
charge = 0
lowest unoccupied orbital energy (spin up / spin down) = -0.0001 / -0.0347 hartree
energy above the lowest of the compared OMol25 structures with the same formula, charge and spin = 0.0 kJ/mol
HOMO-LUMO gap (spin up / spin down) = 8.17 / 7.15 eV
DFT total energy = -563.34244 hartree

Formula: C3H2AlO2
Source: the OMol25 dataset
Level of theory: the ωB97M-V functional and the def2-TZVPD basis

The geometry in XYZ format:
```
8
Properties=species:S:1:pos:R:3:nbo_charge:R:1
O 1.59296 -0.46111 0.10213 -0.876
C 0.37293 -0.92355 -0.04224 0.161
C -0.80887 -0.26304 -0.08589 -0.062
O -1.06505 1.11675 0.02549 -0.413
C -0.22015 2.11439 0.18690 0.180
Al 1.61028 1.25801 -0.13126 1.513
H 0.25974 -2.01789 0.01566 0.240
H -1.74183 -0.82356 -0.07079 0.257
```

Summary:
multiplicity = 1
molar mass = 97.029 g/mol
HOMO energy (spin up / spin down) = -14.7 / -14.2 eV
charge = +1
lowest unoccupied orbital energy (spin up / spin down) = -0.2650 / -0.2565 hartree
energy above the lowest of the compared OMol25 structures with the same formula, charge and spin = 0.0 kJ/mol
HOMO-LUMO gap (spin up / spin down) = 7.51 / 7.23 eV
DFT total energy = -508.00134 hartree